Computed, not measured: an isolated molecule of C5H9NO, with wB97M-V/def2-TZVPD.

Cartesian coordinates (Å):
C (0.86486, 0.76259, -1.45503)
C (0.44975, -0.62976, -1.05523)
N (1.21778, -1.30214, -0.00918)
C (-0.18582, -0.98993, 0.23847)
C (-0.40584, -0.05637, 1.39064)
C (-1.78991, 1.34346, 0.73460)
O (-1.81312, 0.30063, 1.58473)
H (1.25768, 1.31782, -0.59899)
H (1.65684, 0.72362, -2.21227)
H (0.00991, 1.31105, -1.86123)
H (0.12993, -1.25210, -1.89365)
H (1.34366, -2.29099, -0.19763)
H (-0.92002, -1.79337, 0.21325)
H (0.22125, 0.84783, 1.31194)
H (-0.17157, -0.49506, 2.35775)
H (-1.88975, 2.22634, 1.42259)

Atomic forces in eV per Å
-0.007 0.020 0.081
-0.095 0.112 -0.190
0.169 -0.250 0.003
-0.248 -0.069 0.111
0.368 -0.255 0.098
-0.179 0.419 0.114
0.240 0.300 -0.253
-0.060 -0.066 -0.093
-0.133 -0.035 0.125
0.117 -0.075 0.063
0.028 0.083 0.180
0.024 0.094 -0.018
0.140 0.005 -0.025
-0.048 -0.250 0.011
0.203 -0.205 -0.068
-0.520 0.172 -0.140

## Properties
Charge: 0
Largest force on an atom: 0.011 Eh/bohr
HOMO-LUMO gap: 0.3116 Eh
ΔE to the lowest compared entry with this formula, charge and spin: 595.5 kJ/mol

Computed, not measured: a structure of composition C5H9NO, with wB97M-V/def2-TZVPD.

Cartesian coordinates (Å):
C (2.22909, -0.45788, 0.27510)
C (1.12876, 0.44554, -0.25788)
C (0.27864, -0.07187, -1.43891)
N (-0.91550, -0.02200, -0.54163)
C (-2.69968, 0.07454, 0.77654)
C (-0.22553, 0.40948, 0.46657)
O (-0.74238, 0.65229, 1.57884)
H (1.86577, -1.48423, 0.39030)
H (2.58014, -0.11264, 1.25209)
H (3.08781, -0.47975, -0.40514)
H (1.48927, 1.46947, -0.40331)
H (0.21076, 0.59311, -2.30557)
H (0.53664, -1.07964, -1.78343)
H (-2.91602, 0.66571, 1.65490)
H (-3.16228, 0.42031, -0.13984)
H (-2.70573, -0.99982, 0.91453)

Atomic forces in eV per Å
-0.014 -0.049 0.054
0.116 0.036 -0.015
0.243 -0.084 -0.438
0.025 0.056 0.093
-0.079 0.011 0.069
-0.387 -0.056 0.109
-0.139 -0.080 -0.177
0.019 0.112 -0.003
-0.054 -0.027 -0.105
-0.155 0.041 0.070
-0.098 -0.127 0.059
-0.021 -0.043 0.136
-0.064 0.107 0.112
0.181 -0.045 -0.096
0.236 -0.043 0.151
0.190 0.190 -0.020

## Properties
Charge: 0
Largest force on an atom: 0.010 Eh/bohr
HOMO-LUMO gap: 0.3154 Eh
ΔE to the lowest compared entry with this formula, charge and spin: 446.9 kJ/mol

Computed, not measured: a structure of composition C5H9NO, with wB97M-V/def2-TZVPD.

Cartesian coordinates (Å):
C (1.55523, -0.82504, -0.14731)
C (0.45976, -0.39635, 0.78757)
N (0.62009, 1.58526, 1.20776)
C (-0.57638, 1.56877, 0.54989)
O (-1.18622, 2.56465, 0.21402)
C (-0.87844, 0.10921, 0.26195)
C (-1.19551, -0.20761, -1.18844)
H (1.77571, -0.04568, -0.87656)
H (1.22324, -1.72103, -0.69016)
H (2.47520, -1.08685, 0.38394)
H (0.36593, -1.07221, 1.65237)
H (0.91774, 0.58831, 1.60976)
H (-1.69494, -0.22906, 0.90651)
H (-0.39321, 0.11057, -1.86112)
H (-2.09882, 0.33571, -1.47222)
H (-1.36937, -1.27867, -1.33797)

Atomic forces in eV per Å
0.035 0.136 -0.043
-0.143 -0.206 -0.367
0.173 -0.656 -0.224
0.017 0.051 -0.061
0.246 -0.418 0.147
-0.122 -0.050 -0.023
-0.051 0.005 -0.135
-0.006 -0.066 0.027
-0.006 0.143 0.113
-0.183 0.113 -0.024
0.127 0.477 0.001
-0.101 0.378 0.526
0.055 0.017 -0.067
-0.112 -0.016 0.112
0.070 -0.057 -0.001
0.001 0.148 0.020

## Properties
Charge: 0
Largest force on an atom: 0.014 Eh/bohr
HOMO-LUMO gap: 0.3346 Eh
ΔE to the lowest compared entry with this formula, charge and spin: 373.0 kJ/mol